1.
{
  "formula": "C3H10N4O",
  "method": "wB97M-V/def2-TZVPD",
  "elements": ["C", "C", "C", "H", "H", "H", "H", "H", "H", "H", "H", "H", "H", "N", "N", "N", "N", "O"],
  "coordinates": [[-1.255, 1.224, 0.537], [-1.281, -0.292, 0.194], [-0.025, -0.502, -0.777], [0.197, 0.985, 2.055], [-0.408, 2.647, 1.410], [-2.167, 1.318, 0.961], [-0.920, 1.676, -0.516], [-2.307, -0.643, -0.243], [-1.361, -2.172, 1.559], [-0.121, -0.977, 1.979], [-0.982, -0.680, -2.429], [1.310, 0.175, 0.557], [2.220, -0.491, -1.589], [-0.094, 1.566, 1.090], [-1.070, -1.017, 1.506], [-0.052, -0.499, -2.085], [1.237, -0.453, -0.119], [2.470, -0.200, -0.776]],
  "mulliken_charge": [-0.85, 0.01, 0.53, 0.20, 0.33, 0.46, 0.34, 0.37, 0.26, 0.25, 0.23, 0.27, 0.32, -0.51, -0.70, -0.86, -0.23, -0.40],
  "homo_ev": -8.6,
  "relative_energy_kj_mol": 662.0,
  "e_lumo_ev": 0.7,
  "smiles": "[H]/N=C(/NO)[C@@H](N)CN",
  "total_energy_ev": -11275.339,
  "homo_lumo_gap_ha": 0.3418
}



2.
{
  "formula": "C3H10N4O",
  "method": "wB97M-V/def2-TZVPD",
  "elements": ["C", "C", "C", "H", "H", "H", "H", "H", "H", "H", "H", "H", "H", "N", "N", "N", "N", "O"],
  "coordinates": [[-2.541, -0.861, -0.098], [-1.303, 0.074, -0.422], [1.148, 0.481, -0.196], [-2.285, -1.085, 1.201], [-2.424, -1.818, -0.495], [-3.436, -0.175, -0.399], [-1.262, 0.303, -1.636], [-1.782, 1.031, 0.158], [0.513, -1.161, 0.171], [1.938, 1.923, -0.279], [0.394, 2.188, 1.247], [1.903, -1.320, 1.268], [3.509, -1.698, -0.051], [0.003, -0.287, 0.099], [0.950, 1.777, -0.555], [2.268, -0.088, -0.346], [2.353, -1.444, -0.013], [0.055, 2.160, 0.348]],
  "mulliken_charge": [-1.02, -0.15, -0.03, 0.21, 0.38, 0.32, 0.27, 0.17, 0.42, 0.43, 0.30, 0.27, 0.29, -0.16, -0.22, -0.35, -0.74, -0.39],
  "homo_ev": -8.2,
  "relative_energy_kj_mol": 876.5,
  "e_lumo_ev": 0.4,
  "total_energy_ev": -11273.116,
  "homo_lumo_gap_ha": 0.3163
}



3.
{
  "formula": "C3H10N4O",
  "method": "wB97M-V/def2-TZVPD",
  "elements": ["C", "C", "N", "N", "C", "N", "N", "O", "H", "H", "H", "H", "H", "H", "H", "H", "H", "H"],
  "coordinates": [[1.288, 0.617, 0.637], [-1.161, -1.194, 1.307], [1.534, -0.375, -0.246], [-0.853, -0.101, 0.400], [-0.213, -0.522, -0.949], [1.323, 1.885, 0.168], [-0.527, 0.558, -1.876], [-0.229, -1.691, -1.346], [1.511, -1.335, 0.078], [-1.598, 0.584, 0.315], [1.569, 0.512, 1.686], [1.353, 2.652, 0.821], [1.056, 1.955, -0.813], [-1.493, 0.453, -2.172], [0.065, 0.441, -2.693], [-0.231, -1.525, 1.776], [-1.810, -0.857, 2.118], [-1.585, -2.056, 0.789]],
  "mulliken_charge": [0.09, -0.86, -0.72, -0.26, 0.66, -0.33, -0.69, -0.68, 0.33, 0.27, 0.32, 0.23, 0.29, 0.25, 0.24, 0.22, 0.35, 0.28],
  "homo_ev": -8.5,
  "relative_energy_kj_mol": 287.9,
  "e_lumo_ev": 0.8,
  "total_energy_ev": -11279.217,
  "homo_lumo_gap_ha": 0.3420
}



Please write out number 3 again, unchanged.
{
  "formula": "C3H10N4O",
  "method": "wB97M-V/def2-TZVPD",
  "elements": ["C", "C", "N", "N", "C", "N", "N", "O", "H", "H", "H", "H", "H", "H", "H", "H", "H", "H"],
  "coordinates": [[1.288, 0.617, 0.637], [-1.161, -1.194, 1.307], [1.534, -0.375, -0.246], [-0.853, -0.101, 0.400], [-0.213, -0.522, -0.949], [1.323, 1.885, 0.168], [-0.527, 0.558, -1.876], [-0.229, -1.691, -1.346], [1.511, -1.335, 0.078], [-1.598, 0.584, 0.315], [1.569, 0.512, 1.686], [1.353, 2.652, 0.821], [1.056, 1.955, -0.813], [-1.493, 0.453, -2.172], [0.065, 0.441, -2.693], [-0.231, -1.525, 1.776], [-1.810, -0.857, 2.118], [-1.585, -2.056, 0.789]],
  "mulliken_charge": [0.09, -0.86, -0.72, -0.26, 0.66, -0.33, -0.69, -0.68, 0.33, 0.27, 0.32, 0.23, 0.29, 0.25, 0.24, 0.22, 0.35, 0.28],
  "homo_ev": -8.5,
  "relative_energy_kj_mol": 287.9,
  "e_lumo_ev": 0.8,
  "total_energy_ev": -11279.217,
  "homo_lumo_gap_ha": 0.3420
}



Number 3 is which compound? C3H10N4O